C22H38Br10F9FeO6 | wB97M-V/def2-TZVPD

The geometry in ORCA input format:
```
! wB97M-V def2-TZVPD RIJCOSX def2/J DEFGRID3
* xyz -1 5
Fe 2.402 -0.098 -1.146
C 4.343 1.925 -1.102
O 3.251 1.581 -2.081
O 4.250 0.864 -0.229
C 5.684 2.444 -1.761
F 6.328 3.355 -1.003
F 6.562 1.455 -1.884
F 5.554 3.063 -2.937
C 2.681 2.655 -2.880
C 2.635 2.217 -4.366
H 2.328 3.028 -5.026
H 3.650 1.920 -4.632
H 2.020 1.324 -4.480
H 3.239 3.591 -2.913
H 1.778 2.940 -2.341
H 3.966 2.808 -0.585
C -0.053 0.848 -0.726
O 1.123 1.000 0.041
O 0.483 0.265 -1.881
C -1.201 0.117 0.109
F -0.798 -0.818 0.998
F -1.962 1.017 0.778
F -2.162 -0.496 -0.668
C 1.062 1.991 1.120
C 2.167 1.923 2.153
H 2.015 0.982 2.682
H 3.158 1.857 1.706
H 1.986 2.802 2.772
H 0.151 2.105 1.708
H 1.356 2.933 0.657
H -0.412 1.850 -0.959
C 2.885 -2.583 1.185
O 4.010 -1.961 1.838
O 3.109 -1.828 -0.024
C 2.773 -4.221 1.366
F 3.929 -4.913 1.225
F 2.333 -4.476 2.566
F 1.859 -4.600 0.493
C 3.975 -1.862 3.242
C 5.184 -1.063 3.655
H 5.205 -1.046 4.744
H 6.141 -1.333 3.209
H 5.167 -0.034 3.295
H 3.817 -2.753 3.850
H 3.070 -1.309 3.494
H 2.074 -2.215 1.813
Br -0.603 -1.389 4.175
C -2.183 -2.586 4.358
C -2.570 -3.089 2.919
Br -1.761 -4.838 2.623
H -2.996 -2.012 4.802
H -2.168 -3.371 5.114
H -2.299 -2.337 2.177
H -3.615 -3.351 2.758
Br 0.397 -4.774 -2.298
C -1.232 -3.621 -1.861
C -1.983 -4.161 -0.684
Br -3.805 -3.248 -0.559
H -1.803 -3.629 -2.789
H -0.943 -2.570 -1.856
H -1.370 -3.895 0.177
H -1.985 -5.251 -0.679
Br -3.013 3.839 -3.025
C -3.843 3.187 -1.430
C -3.288 3.971 -0.245
Br -4.096 3.525 1.441
H -3.505 2.154 -1.347
H -4.932 3.227 -1.445
H -3.245 5.033 -0.485
H -2.240 3.683 -0.165
Br -6.411 -1.174 2.086
C -5.687 0.660 2.123
C -5.552 1.243 3.612
Br -4.342 0.321 4.749
H -6.459 1.249 1.628
H -4.707 0.678 1.647
H -6.463 1.253 4.212
H -5.249 2.287 3.537
Br -3.361 0.160 -7.362
C -2.004 0.511 -5.922
C -2.381 -0.188 -4.556
Br -4.240 0.385 -4.138
H -2.025 1.595 -5.802
H -1.005 0.342 -6.324
H -1.808 0.211 -3.719
H -2.340 -1.277 -4.523
*
```

As for the electronic energy: -29215.13207 a.u. The value obtained for the lowest unoccupied orbital energy (spin up / spin down) is 1.66 / 1.66 eV. Its expectation value of S² is 6.0089. The energy above the lowest of the compared OMol25 structures with the same formula, charge and spin comes out at 72.4 kcal per mole.

Here are the Mulliken charges for atoms 1 to 4, given in e:
1 Fe 0.703
2 C 0.320
3 O -0.404
4 O -0.612

C22H38ClNO5S | wB97M-V/def2-TZVPD

The geometry in ORCA input format:
```
! wB97M-V def2-TZVPD RIJCOSX def2/J DEFGRID3
* xyz 0 1
C 4.854 -1.097 -0.466
C 5.962 -0.058 -0.865
C 5.435 1.434 -0.852
C 4.460 1.595 -2.068
C 3.273 2.593 -1.847
C 2.522 2.441 -0.477
C 0.973 2.308 -0.670
C 0.302 2.060 0.740
C -1.221 2.450 0.571
C -2.155 1.805 1.647
C -2.667 0.365 1.269
Cl -1.537 -0.632 0.278
O -2.917 -0.225 2.578
S -4.329 0.427 3.155
O -5.013 -0.669 3.860
O -4.246 1.632 3.996
O -4.918 0.912 1.701
C -4.113 0.300 0.627
C -4.790 -1.104 0.498
C -4.376 -1.898 -0.801
O -4.171 1.182 -0.442
C -5.448 1.184 -1.086
C -5.672 2.505 -1.924
C -7.139 3.068 -1.734
H 3.989 -1.094 -1.166
H 4.454 -0.778 0.522
H 5.299 -2.111 -0.460
H 6.901 -0.181 -0.287
H 6.218 -0.280 -1.932
H 4.979 1.637 0.138
H 6.330 2.080 -0.955
H 4.123 0.603 -2.444
H 5.072 2.017 -2.903
H 3.582 3.643 -2.054
H 2.520 2.362 -2.642
H 2.866 1.570 0.125
H 2.681 3.390 0.089
H 0.604 3.307 -0.999
H 0.695 1.509 -1.386
H 0.826 2.721 1.461
H 0.431 1.017 1.089
H -1.533 2.221 -0.473
H -1.274 3.560 0.661
H -1.646 1.766 2.635
H -3.016 2.499 1.777
H -4.532 -1.750 1.364
H -5.887 -0.952 0.477
H -3.517 -2.557 -0.562
H -4.005 -1.175 -1.560
H -5.213 -2.516 -1.184
H -5.512 0.334 -1.800
H -6.310 1.113 -0.389
H -4.899 3.267 -1.693
H -5.594 2.233 -3.001
H -7.592 3.270 -2.727
H -7.081 4.035 -1.197
H -7.808 2.349 -1.219
C 4.142 -6.158 2.300
C 3.391 -5.263 1.555
C 3.992 -4.648 0.469
N 5.258 -4.863 0.098
C 5.964 -5.729 0.832
C 5.457 -6.399 1.933
H 3.709 -6.661 3.156
H 2.362 -5.048 1.810
H 3.444 -3.942 -0.146
H 6.988 -5.882 0.509
H 6.075 -7.091 2.490
*
```

As for the electronic energy: -2150.32158 a.u. The value obtained for the lowest unoccupied orbital energy is 0.39 eV. As for the structure (SMILES): CCCCCCCCCC[C@@]1(Cl)OS(=O)(=O)O[C@@]1(CC)OCCC.c1ccncc1.

Here are the Mulliken charges for atoms 1 to 4, given in e:
1 C -0.751
2 C -0.761
3 C -0.497
4 C -0.739

C22H38F4N3PPt | wB97M-V/def2-TZVPD

The geometry in ORCA input format:
```
! wB97M-V def2-TZVPD RIJCOSX def2/J DEFGRID3
* xyz 2 1
Pt 0.633 -0.752 0.487
C 1.198 -3.623 0.153
N 0.885 -2.450 -0.700
C -0.375 -2.719 -1.447
C 2.015 -2.191 -1.634
C 1.833 -0.810 -2.206
N 1.307 0.027 -1.117
C 1.335 1.417 -1.259
C 0.196 2.175 -0.939
F -0.925 1.562 -0.558
C 0.202 3.550 -1.064
F -0.904 4.218 -0.768
C 1.333 4.219 -1.492
C 2.468 3.488 -1.793
F 3.575 4.102 -2.174
C 2.478 2.111 -1.682
F 3.611 1.452 -1.910
H 1.331 -4.503 -0.479
H 0.372 -3.796 0.840
H 2.112 -3.434 0.710
H -0.242 -3.610 -2.063
H -0.629 -1.871 -2.078
H -1.180 -2.887 -0.736
H 2.041 -2.960 -2.408
H 2.936 -2.242 -1.054
H 1.103 -0.778 -3.020
H 2.770 -0.422 -2.596
H 1.333 5.297 -1.587
C -0.500 -2.691 4.576
C 0.609 -1.637 4.703
C 0.867 -1.349 6.188
C 1.872 -2.231 4.058
P 0.109 -0.072 3.805
N 0.220 -0.423 2.171
C -1.702 0.390 4.009
C -1.958 1.793 3.440
C -2.096 0.356 5.491
C -2.590 -0.572 3.201
C 1.294 1.351 4.083
C 2.739 0.832 4.095
C 1.206 2.361 2.924
C 0.996 2.048 5.418
H -0.124 -3.609 5.032
H -0.740 -2.913 3.536
H -1.409 -2.421 5.105
H 1.087 -2.302 6.674
H 0.003 -0.920 6.692
H 1.726 -0.701 6.349
H 2.049 -3.197 4.533
H 2.763 -1.629 4.207
H 1.737 -2.407 2.991
H -1.470 2.584 4.004
H -3.032 1.969 3.506
H -1.681 1.867 2.388
H -1.481 1.006 6.111
H -2.078 -0.649 5.909
H -3.124 0.716 5.563
H -2.368 -0.524 2.135
H -3.620 -0.238 3.337
H -2.540 -1.604 3.528
H 2.988 0.282 3.186
H 2.967 0.219 4.963
H 3.394 1.704 4.138
H 1.529 1.916 1.982
H 1.899 3.170 3.161
H 0.225 2.801 2.788
H 1.019 1.364 6.266
H 0.044 2.574 5.418
H 1.777 2.792 5.581
*
```

As for the electronic energy: -1884.84246 a.u. The value obtained for the lowest unoccupied orbital energy (spin up / spin down) is -9.00 / -9.01 eV.

Here are the Mulliken charges for atoms 1 to 4, given in e:
1 Pt -0.077
2 C -0.896
3 N -0.331
4 C -0.955

Which formula does entry 3 have?
C22H38F4N3PPt